Record 1
ORCA calculation (ωB97M-V/def2-TZVPD) on a molecular structure, C16H19ClN6O4ReS2 at a distorted geometry.

Summary:
- ΔE to the lowest compared entry with this formula, charge and spin (kcal per mole) = 173.2
- spin multiplicity = 4
- HOMO-LUMO gap (spin up / spin down) (eV) = 6.481 / 6.396
- largest force on an atom (eV/Å) = 15.8

Each line ends with the Löwdin spin population.
Element x y z (Å)
Re1 0.305 0.920 0.319  1.804
C1 -3.780 0.828 -2.063  0.003
C2 -2.321 0.929 -1.703  0.028
S1 -1.966 0.746 0.021  0.090
C3 -1.317 1.138 -2.566  0.031
C4 -1.477 1.356 -4.044  0.003
S2 0.357 1.168 -1.981  0.066
H1 -4.366 0.784 -1.148  0.000
H2 -3.970 -0.076 -2.643  0.000
H3 -4.092 1.692 -2.652  0.001
H4 -2.467 1.749 -4.265  0.000
H5 -1.340 0.417 -4.585  0.001
H6 -0.716 2.053 -4.392  0.001
O1 0.566 -0.782 4.077  0.002
C5 0.163 -0.685 2.943  0.006
O2 -0.052 0.469 2.347  0.028
C6 -0.016 -1.911 2.086  0.007
C7 0.252 -3.185 2.629  0.003
C8 0.260 -4.254 1.789  -0.001
C9 0.048 -4.058 0.403  0.003
C10 0.130 -5.098 -0.552  0.000
C11 -0.029 -4.830 -1.880  0.000
C12 -0.279 -3.514 -2.324  -0.001
C13 -0.391 -2.491 -1.426  0.003
C14 -0.226 -2.745 -0.045  0.008
N1 -0.272 -1.702 0.830  0.088
H7 0.449 -3.260 3.688  0.000
H8 0.452 -5.251 2.167  0.000
H9 0.339 -6.105 -0.213  0.000
H10 0.047 -5.631 -2.604  0.000
H11 -0.375 -3.315 -3.383  0.000
H12 -0.566 -1.466 -1.728  0.003
N2 -0.143 3.953 0.489  0.046
N3 0.582 4.334 1.647  0.164
C15 0.901 3.175 2.453  0.504
N4 1.921 3.354 3.438  0.106
N5 1.385 2.189 1.709  0.050
N6 2.251 0.171 1.256  -0.024
O3 3.517 1.850 1.760  -0.025
O4 2.396 -1.029 1.304  -0.025
H13 0.187 4.489 -0.303  0.004
H14 -1.146 4.068 0.583  0.001
H15 0.088 5.016 2.214  0.008
H16 1.903 4.242 3.916  0.004
H17 2.830 3.144 3.029  0.016
Cl1 2.352 1.462 1.213  0.023
C16 2.410 1.778 -0.180  -0.035
H18 2.854 1.159 -0.964  0.004
H19 2.364 2.755 -0.666  0.001

***

Record 2
ORCA calculation (ωB97M-V/def2-TZVPD) on a molecular structure, C41H26F3I2N3O3SbW at a distorted geometry.

Summary:
- charge = +1
- spin multiplicity = 3
- HOMO-LUMO gap (spin up / spin down) (eV) = 6.094 / 6.847
- largest force on an atom (eV/Å) = 4.2

Each line ends with the Löwdin spin population.
Element x y z (Å)
W1 1.134 0.384 0.641  1.137
O1 0.053 1.832 0.243  0.066
C1 -0.562 2.677 1.129  0.059
C2 -0.656 4.029 0.845  -0.008
C3 -1.276 4.894 1.732  0.057
C4 -1.846 4.394 2.898  -0.006
C5 -1.776 3.053 3.186  0.046
C6 -1.117 2.143 2.330  0.012
C7 -0.991 0.790 2.707  0.181
N1 -0.210 -0.072 2.022  -0.048
N2 -0.025 -1.294 2.637  0.002
C8 0.974 -1.940 2.123  -0.003
O2 1.637 -1.380 1.102  0.047
C9 1.395 -3.233 2.651  -0.002
C10 1.876 -4.210 1.781  0.000
C11 2.332 -5.413 2.285  0.000
C12 2.341 -5.636 3.653  0.000
C13 1.857 -4.667 4.521  0.000
C14 1.366 -3.475 4.025  -0.001
H1 -0.224 4.394 -0.075  -0.001
H2 -1.303 5.949 1.517  0.003
H3 -2.338 5.067 3.584  -0.001
H4 -2.204 2.671 4.098  0.002
H5 -1.456 0.427 3.615  0.008
H6 1.864 -4.021 0.717  0.000
H7 2.664 -6.187 1.611  0.000
H8 2.735 -6.560 4.050  0.000
H9 1.848 -4.843 5.586  0.000
H10 0.979 -2.714 4.683  0.000
I1 2.855 1.473 -3.187  0.026
C15 2.780 2.556 -1.395  0.105
C16 2.788 3.935 -1.268  -0.018
C17 2.746 4.512 -0.008  0.104
I2 2.756 6.616 0.122  0.015
C18 2.628 3.743 1.176  -0.004
C19 2.522 4.226 2.494  0.110
C20 2.282 3.320 3.528  -0.013
C21 2.104 1.980 3.286  0.112
N3 2.203 1.449 2.022  -0.042
C22 2.551 2.334 1.008  0.001
C23 2.702 1.733 -0.268  -0.026
O3 2.694 0.387 -0.361  0.046
H11 2.820 4.551 -2.154  -0.003
H12 2.611 5.277 2.710  0.006
H13 2.202 3.682 4.537  -0.003
H14 1.883 1.272 4.074  0.007
F1 0.068 -5.456 -5.108  0.000
C24 -0.024 -4.431 -4.260  0.000
C25 1.025 -4.176 -3.394  0.000
C26 0.929 -3.103 -2.524  0.000
C27 -0.213 -2.313 -2.527  -0.003
C28 -1.260 -2.589 -3.398  -0.001
C29 -1.171 -3.648 -4.276  0.000
Sb1 -0.400 -0.580 -1.297  0.014
C30 -0.760 0.751 -2.964  0.004
C31 -0.249 0.395 -4.207  0.001
C32 -0.313 1.273 -5.271  0.002
C33 -0.865 2.527 -5.065  0.000
F2 -0.900 3.394 -6.079  0.000
C34 -1.355 2.913 -3.826  0.001
C35 -1.305 2.016 -2.771  0.000
C36 -2.380 -1.200 -0.618  0.006
C37 -3.531 -0.422 -0.662  0.000
C38 -4.743 -0.965 -0.261  0.001
C39 -4.785 -2.278 0.178  0.000
F3 -5.953 -2.805 0.552  0.000
C40 -3.645 -3.064 0.243  0.000
C41 -2.441 -2.513 -0.150  0.000
H15 1.902 -4.803 -3.419  0.000
H16 1.748 -2.875 -1.846  0.000
H17 -2.135 -1.957 -3.388  0.000
H18 -1.962 -3.869 -4.973  0.000
H19 0.235 -0.562 -4.340  0.000
H20 0.104 1.006 -6.230  0.000
H21 -1.751 3.907 -3.694  0.000
H22 -1.667 2.314 -1.794  0.000
H23 -3.498 0.600 -1.022  0.000
H24 -5.656 -0.390 -0.293  0.000
H25 -3.709 -4.085 0.586  0.000
H26 -1.539 -3.119 -0.116  0.000

***

Record 3
ORCA calculation (ωB97M-V/def2-TZVPD) on a gas-phase ion, C5H10N3 (charge +1) at a distorted geometry.

Summary:
- SMILES string = CC1=N[C@H](CN)C=[NH+]1
- charge = +1
- ΔE to the lowest compared entry with this formula, charge and spin (kcal per mole) = 51.1
- HOMO-LUMO gap (eV) = 8.554
- largest force on an atom (eV/Å) = 4.4

Each line ends with the Mulliken charge.
Element x y z (Å)
C1 0.506 0.690 0.458  0.169
C2 0.308 -0.582 1.153  -0.421
C3 -1.516 -0.018 -0.061  0.433
C4 -2.832 -0.141 -0.507  -1.066
C5 1.649 0.447 -0.682  -0.711
N1 -0.735 0.948 -0.109  -0.390
N2 -0.859 -1.050 0.822  -0.042
N3 2.886 0.206 -0.094  -0.433
H1 0.928 1.476 1.080  0.424
H2 0.921 -1.047 1.807  0.596
H3 -3.311 -1.126 -0.386  0.345
H4 -3.547 0.628 -0.191  0.305
H5 -2.693 0.007 -1.588  0.283
H6 1.705 1.458 -1.141  0.308
H7 1.250 -0.240 -1.439  0.440
H8 -1.353 -1.884 1.189  0.288
H9 3.116 -0.747 -0.310  0.230
H10 3.576 0.976 0.001  0.244

***

Record 4
ORCA calculation (ωB97M-V/def2-TZVPD) on 5 unconnected molecules or ions with the total composition C15H26Cl13N2O7PS2 at a distorted geometry.

Summary:
- SMILES string = CCN[C@]1(CCCCN(C)C(C)=O)OS(=O)(=O)O[C@@]1(Cl)P(O)(O)=S.ClC(Cl)Cl.ClC(Cl)Cl.ClC(Cl)Cl.ClC(Cl)Cl
- HOMO-LUMO gap (eV) = 8.778
- largest force on an atom (eV/Å) = 7.5

Each line ends with the Mulliken charge.
Element x y z (Å)
C1 -0.765 -3.486 -2.369  -1.185
C2 -0.372 -1.941 -2.607  -0.257
N1 -0.098 -1.370 -1.255  -0.028
C3 -0.200 0.091 -1.207  0.872
C4 0.000 0.391 0.365  -1.349
C5 1.404 1.024 0.780  -0.113
C6 2.324 -0.150 1.343  -0.603
C7 3.822 0.372 1.634  -0.179
N2 4.788 -0.718 1.934  -0.006
C8 5.799 -0.165 2.918  -0.608
C9 5.561 -1.135 0.772  0.491
C10 6.240 -2.589 0.826  -0.968
O1 5.783 -0.466 -0.242  -0.520
O2 -1.603 0.571 -1.399  -0.423
S1 -1.436 2.231 -1.668  1.285
O3 -2.328 2.856 -2.682  -0.618
O4 -1.664 3.082 -0.441  -0.584
O5 0.236 2.334 -1.839  -0.347
C11 0.579 0.973 -2.278  -0.357
Cl1 -0.096 1.030 -4.012  -0.008
P1 2.435 0.689 -2.603  0.946
O6 3.395 1.998 -2.042  -0.563
O7 2.693 0.683 -4.298  -0.479
S2 3.120 -0.996 -1.958  -0.319
H1 -0.802 -4.082 -3.323  0.369
H2 0.010 -3.875 -1.625  0.285
H3 -1.749 -3.465 -1.799  0.299
H4 0.553 -1.865 -3.266  0.201
H5 -1.272 -1.406 -3.053  0.279
H6 -0.807 -1.809 -0.643  0.397
H7 -0.808 1.063 0.796  0.423
H8 -0.088 -0.585 0.951  0.365
H9 1.895 1.678 0.005  0.134
H10 1.194 1.705 1.676  0.317
H11 1.894 -0.411 2.381  0.090
H12 2.288 -1.107 0.747  0.349
H13 4.144 1.098 0.827  0.309
H14 3.738 0.998 2.597  -0.180
H15 6.692 -0.861 2.924  0.371
H16 5.368 -0.125 3.968  -0.033
H17 6.124 0.838 2.508  0.356
H18 5.506 -3.418 0.617  0.234
H19 7.093 -2.566 0.070  0.304
H20 6.756 -2.701 1.839  0.291
H21 2.771 2.679 -1.699  0.422
H22 2.700 1.629 -4.555  0.346
C12 -4.551 4.764 -0.087  0.472
Cl2 -5.492 3.349 0.409  -0.144
Cl3 -5.570 5.907 -0.972  -0.150
Cl4 -3.816 5.545 1.319  -0.140
H23 -3.755 4.430 -0.748  -0.068
C13 2.439 1.945 5.382  -0.014
Cl5 3.946 1.189 5.905  -0.122
Cl6 2.747 3.145 4.120  -0.133
Cl7 1.310 0.720 4.804  -0.098
H24 1.994 2.450 6.235  0.379
C14 -8.493 0.532 -0.364  0.356
Cl8 -9.517 0.836 1.045  -0.119
Cl9 -7.815 -1.102 -0.300  -0.141
Cl10 -9.407 0.767 -1.859  -0.123
H25 -7.670 1.244 -0.351  -0.012
C15 -7.825 -4.778 -0.795  0.620
Cl11 -8.339 -4.792 -2.486  -0.115
Cl12 -9.015 -5.598 0.225  -0.121
Cl13 -6.233 -5.530 -0.621  -0.126
H26 -7.752 -3.744 -0.469  -0.212

***

> largest force on an atom of number 4 (C15H26Cl13N2O7PS2)?

7.5 eV/Å